No. 1
Below is C39H63F3O36 as an isolated structure, with properties calculated with ωB97M-V with the def2-TZVPD basis set.

## Properties
Gap between HOMO and LUMO = 8.9 eV
E = -4530.67500 Eh

ORCA input file:
```
! wB97M-V def2-TZVPD RIJCOSX def2/J DEFGRID3
* xyz 0 1
C 13.912 6.262 -27.520
C 12.405 5.958 -27.658
O 11.974 7.160 -28.233
C 13.066 7.684 -28.985
O 12.993 8.721 -29.650
O 14.142 6.862 -28.765
F 11.866 5.976 -26.420
H 14.249 5.230 -27.426
H 14.170 6.974 -26.736
H 12.097 5.049 -28.174
C 12.536 1.647 -30.171
C 13.915 1.232 -30.596
O 14.203 0.177 -29.662
C 13.195 -0.072 -28.949
O 13.047 -0.919 -28.080
O 12.154 0.479 -29.496
F 14.679 2.256 -30.247
H 11.873 1.846 -31.013
H 12.566 2.473 -29.460
H 13.975 1.139 -31.680
C 14.493 1.717 -27.357
C 14.870 3.222 -27.365
O 13.710 3.821 -26.808
C 12.636 3.068 -27.105
O 11.483 3.546 -27.034
O 13.069 1.785 -27.475
F 15.096 3.593 -28.654
H 14.758 1.271 -26.399
H 15.007 1.156 -28.138
H 15.723 3.465 -26.731
C 14.891 -0.811 -25.675
O 14.399 -0.212 -24.497
C 13.643 0.902 -24.501
O 13.204 1.540 -25.420
O 13.363 1.202 -23.227
C 12.338 2.066 -22.952
H 15.655 -0.155 -26.093
H 14.130 -0.976 -26.438
H 15.301 -1.811 -25.530
H 11.476 2.014 -23.617
H 12.660 3.107 -22.915
H 11.963 1.851 -21.951
C 12.904 5.047 -24.577
O 14.182 4.391 -24.414
C 15.197 5.005 -24.996
O 15.163 6.012 -25.738
O 16.334 4.250 -24.736
C 17.506 4.468 -25.527
H 12.982 6.013 -24.079
H 12.156 4.464 -24.039
H 12.603 5.210 -25.611
H 17.404 4.748 -26.575
H 17.976 3.485 -25.566
H 18.246 5.152 -25.111
C 17.217 0.856 -24.150
O 17.894 0.754 -25.378
C 17.371 1.531 -26.420
O 16.232 1.991 -26.550
O 18.261 1.781 -27.385
C 19.623 1.331 -27.391
H 16.377 0.163 -24.194
H 16.838 1.844 -23.892
H 17.790 0.397 -23.343
H 20.194 1.849 -26.620
H 20.093 1.463 -28.365
H 19.700 0.279 -27.118
C 20.880 1.615 -30.878
O 19.920 2.231 -30.000
C 18.660 1.943 -30.204
O 18.297 1.211 -31.146
O 17.933 2.524 -29.292
C 16.539 2.420 -29.290
H 20.563 1.251 -31.855
H 21.479 0.904 -30.308
H 21.477 2.468 -31.199
H 16.090 2.670 -30.251
H 16.212 2.991 -28.421
H 16.201 1.410 -29.060
C 9.821 -0.414 -30.080
O 9.890 1.009 -30.057
C 9.850 1.600 -28.888
O 9.743 1.085 -27.775
O 10.120 2.935 -29.130
C 10.051 3.908 -28.126
H 10.367 -0.801 -30.941
H 8.808 -0.801 -30.192
H 10.233 -0.959 -29.231
H 10.839 4.659 -28.172
H 10.170 3.483 -27.129
H 9.022 4.267 -28.152
C 15.974 5.928 -27.958
O 17.308 5.368 -27.960
C 18.073 5.414 -29.065
O 17.727 5.773 -30.183
O 19.286 4.972 -28.724
C 20.198 4.734 -29.747
H 15.542 5.641 -26.999
H 15.396 5.415 -28.726
H 15.928 7.016 -28.016
H 20.890 3.942 -29.461
H 20.840 5.593 -29.942
H 19.725 4.421 -30.678
C 18.160 -0.395 -29.136
C 17.312 -0.923 -28.000
C 15.953 -0.346 -28.041
O 15.138 -1.482 -27.987
C 15.922 -2.589 -27.849
O 15.545 -3.696 -27.797
O 17.110 -2.293 -28.044
H 18.461 0.633 -28.937
H 17.507 -0.344 -30.007
H 19.058 -0.987 -29.315
H 17.746 -0.773 -27.012
H 15.771 0.282 -28.913
H 15.879 0.331 -27.191
C 11.520 -0.389 -26.153
C 10.738 0.456 -25.205
C 10.544 1.985 -25.662
O 9.209 2.127 -25.421
C 8.533 1.016 -25.153
O 7.283 0.949 -25.113
O 9.341 -0.067 -25.149
H 11.215 -0.293 -27.195
H 11.474 -1.402 -25.755
H 12.582 -0.172 -26.263
H 11.150 0.532 -24.199
H 10.741 2.181 -26.716
H 11.090 2.720 -25.070
C 15.988 4.635 -31.405
C 15.118 5.587 -30.552
C 14.042 6.338 -31.330
O 12.810 5.675 -31.035
C 13.021 4.768 -30.030
O 12.191 4.028 -29.495
O 14.328 4.876 -29.682
H 16.196 5.227 -32.296
H 15.370 3.782 -31.684
H 16.929 4.260 -31.001
H 15.748 6.218 -29.926
H 14.165 6.262 -32.411
H 13.936 7.343 -30.922
*
```

No. 2
Below is C39H63N5O5S5SiY as an isolated structure, with properties calculated with ωB97M-V with the def2-TZVPD basis set.

## Properties
Energy above the lowest of the compared OMol25 structures with the same formula, charge and spin = 143.9 kJ/mol
Gap between HOMO and LUMO = 5.4 eV
E = -4493.11693 Eh

ORCA input file:
```
! wB97M-V def2-TZVPD RIJCOSX def2/J DEFGRID3
* xyz -1 1
Y -0.306 0.749 1.192
S -5.033 0.353 2.537
C -3.367 0.475 2.359
S -2.557 1.991 2.393
S -2.384 -0.909 2.112
N 0.939 -1.436 2.213
C 1.322 -1.887 3.555
C 0.140 -1.808 4.525
C -0.053 -0.412 5.054
O 0.070 -0.098 6.211
O -0.398 0.452 4.093
H 0.232 -2.070 1.840
H 1.729 -1.529 1.580
H 2.135 -1.252 3.916
H 1.686 -2.920 3.535
H 0.294 -2.476 5.369
H -0.774 -2.089 3.996
C -1.380 -4.510 0.615
C -1.414 -3.855 -0.767
C -2.843 -3.465 -1.135
C -0.871 -4.840 -1.803
O -0.629 -2.650 -0.702
Si 0.859 -2.361 -1.312
S 1.419 -0.435 -0.708
O 1.033 -2.658 -2.921
C 0.907 -1.917 -4.137
C 2.209 -1.156 -4.394
C -0.250 -0.940 -4.093
C 0.678 -2.943 -5.248
O 1.794 -3.511 -0.590
C 3.101 -3.985 -0.889
C 3.644 -4.594 0.403
C 4.014 -2.850 -1.350
C 3.011 -5.058 -1.978
H -1.920 -5.457 0.594
H -1.858 -3.856 1.346
H -0.344 -4.690 0.909
H -3.473 -4.355 -1.189
H -2.855 -2.952 -2.098
H -3.244 -2.791 -0.382
H -1.537 -5.699 -1.890
H 0.118 -5.191 -1.508
H -0.783 -4.357 -2.775
H 2.414 -0.500 -3.547
H 2.113 -0.551 -5.297
H 3.039 -1.854 -4.520
H -0.065 -0.184 -3.336
H -1.170 -1.460 -3.825
H -0.379 -0.448 -5.059
H 1.453 -3.710 -5.212
H 0.706 -2.449 -6.220
H -0.293 -3.425 -5.128
H 3.775 -3.815 1.155
H 4.605 -5.077 0.219
H 2.940 -5.333 0.786
H 3.970 -2.030 -0.634
H 3.672 -2.470 -2.313
H 5.043 -3.200 -1.443
H 2.479 -5.934 -1.605
H 4.013 -5.360 -2.289
H 2.472 -4.658 -2.836
C -0.127 3.453 4.858
C 1.122 2.889 4.777
C 1.886 2.680 5.977
C 2.975 1.874 5.993
C 3.418 1.240 4.809
C 2.791 1.465 3.611
C 3.397 0.944 2.335
C 1.674 2.343 3.539
N 1.145 2.586 2.294
C 0.861 3.828 1.915
C 1.259 4.994 2.748
C 0.265 4.036 0.627
C 0.294 5.424 0.031
N -0.247 3.034 -0.027
C -0.717 3.251 -1.354
C -2.039 3.648 -1.604
C -2.976 3.965 -0.480
C -2.469 3.756 -2.921
C -1.616 3.491 -3.981
C -0.297 3.162 -3.724
C 0.174 3.061 -2.421
C 1.626 2.786 -2.158
H -0.530 3.730 5.823
H -0.534 1.348 4.481
H -0.787 3.551 4.009
H 1.546 3.170 6.880
H 3.521 1.708 6.914
H 4.314 0.631 4.838
H 4.074 0.113 2.537
H 3.972 1.741 1.857
H 2.637 0.630 1.620
H 0.541 5.144 3.572
H 1.336 5.913 2.175
H 2.219 4.780 3.230
H 1.316 5.803 0.005
H -0.319 6.108 0.619
H -0.093 5.404 -0.984
H -3.118 3.093 0.159
H -3.947 4.281 -0.863
H -2.578 4.757 0.159
H -3.489 4.071 -3.119
H -1.973 3.563 -5.002
H 0.392 3.000 -4.544
H 2.183 2.734 -3.093
H 1.754 1.839 -1.636
H 2.059 3.568 -1.530
S -2.175 0.357 -1.165
C -3.804 0.561 -1.424
N -4.824 0.306 -0.614
C -6.105 0.567 -1.245
C -5.697 1.320 -2.521
N -4.290 0.964 -2.636
H -4.743 0.100 0.386
H -6.753 1.145 -0.587
H -6.600 -0.379 -1.483
H -5.830 2.402 -2.405
H -6.258 0.991 -3.396
H -3.666 1.478 -3.236
*
```

No. 3
Below is a 12-piece molecular cluster, C39H65Br23N3O overall, with properties calculated with ωB97M-V with the def2-TZVPD basis set.

## Properties
Gap between HOMO and LUMO = 6.6 eV
E = -60966.65520 Eh

ORCA input file:
```
! wB97M-V def2-TZVPD RIJCOSX def2/J DEFGRID3
* xyz 1 1
C -1.602 1.138 4.728
C -1.529 0.916 3.253
C -0.847 1.779 2.414
C -0.770 1.554 1.062
C -1.396 0.471 0.453
C -1.287 0.222 -1.027
C -1.241 1.573 -1.761
C 0.014 -0.532 -1.266
C -2.109 -0.365 1.298
O -2.821 -1.480 0.809
C -4.208 -1.318 1.037
C -4.718 -0.101 0.319
N -4.656 1.039 0.952
N -5.089 2.097 0.296
C -5.564 2.162 -0.926
C -5.981 3.465 -1.514
C -5.560 4.634 -0.666
N -6.103 4.758 0.465
C -5.678 0.971 -1.632
C -5.265 -0.150 -0.994
Br -5.483 -1.805 -1.872
C -2.158 -0.157 2.665
H -0.627 0.980 5.183
H -1.936 2.141 4.973
H -2.278 0.422 5.183
H -0.368 2.643 2.851
H -0.207 2.267 0.482
H -2.147 -0.336 -1.380
H -1.393 1.448 -2.824
H -0.295 2.077 -1.599
H -2.024 2.209 -1.349
H 0.811 -0.114 -0.656
H -0.072 -1.577 -0.977
H 0.295 -0.493 -2.310
H -4.424 -1.204 2.098
H -4.732 -2.198 0.692
H -5.055 2.977 0.814
H -7.048 3.455 -1.713
H -5.495 3.549 -2.484
H -4.834 5.364 -1.014
H -5.747 5.583 0.948
H -6.103 0.964 -2.619
H -2.700 -0.860 3.278
Br -4.331 7.897 1.345
C -3.077 7.355 2.734
C -2.302 6.142 2.302
Br -3.414 4.545 2.416
H -3.656 7.189 3.637
H -2.414 8.203 2.882
H -1.458 5.957 2.962
H -1.952 6.212 1.278
Br 3.419 -1.237 1.669
C 2.335 -2.839 1.489
C 0.893 -2.582 1.841
Br 0.615 -2.433 3.761
H 2.793 -3.594 2.121
H 2.427 -3.134 0.445
H 0.273 -3.419 1.524
H 0.511 -1.666 1.411
Br 2.065 2.671 -4.388
C 3.234 2.015 -2.973
C 4.076 0.857 -3.436
Br 3.031 -0.779 -3.535
H 2.595 1.757 -2.134
H 3.863 2.861 -2.706
H 4.866 0.653 -2.717
H 4.512 1.011 -4.418
Br -6.145 10.387 -4.694
C -4.845 10.397 -3.249
C -4.946 9.153 -2.407
Br -6.485 9.215 -1.215
H -5.014 11.303 -2.678
H -3.873 10.448 -3.734
H -4.081 9.064 -1.753
H -5.046 8.252 -3.003
Br -2.974 -1.570 -4.859
C -1.678 -1.403 -6.309
C -2.306 -0.879 -7.568
Br -3.342 -2.249 -8.482
H -1.228 -2.381 -6.436
H -0.929 -0.705 -5.943
H -1.534 -0.585 -8.277
H -2.975 -0.043 -7.393
Br 1.855 -2.757 9.449
C 2.154 -2.896 7.532
C 2.940 -1.724 7.010
Br 1.839 -0.127 6.866
H 1.178 -2.992 7.068
H 2.714 -3.818 7.392
H 3.290 -1.922 5.999
H 3.784 -1.467 7.643
Br 3.989 -3.908 -2.235
C 4.792 -5.612 -1.755
C 4.797 -5.811 -0.259
Br 6.169 -4.723 0.589
H 5.789 -5.617 -2.181
H 4.186 -6.373 -2.241
H 5.045 -6.841 -0.014
H 3.853 -5.546 0.206
Br -0.508 -1.105 -11.346
C -1.955 0.163 -11.628
C -1.487 1.587 -11.500
Br -1.224 2.102 -9.638
H -2.737 -0.092 -10.919
H -2.309 -0.027 -12.639
H -2.241 2.272 -11.879
H -0.545 1.767 -12.007
Br 7.520 -5.117 11.083
C 6.202 -4.219 12.199
C 5.229 -3.424 11.371
Br 6.025 -1.769 10.731
H 6.753 -3.606 12.906
H 5.686 -5.014 12.732
H 4.375 -3.117 11.971
H 4.880 -3.964 10.498
Br -0.416 -7.891 -10.638
C -1.592 -6.850 -9.492
C -2.526 -5.981 -10.291
Br -1.619 -4.418 -11.009
H -0.956 -6.277 -8.827
H -2.154 -7.583 -8.916
H -3.314 -5.587 -9.652
H -2.969 -6.502 -11.133
Br 11.166 -3.563 12.430
C 11.430 -3.868 10.527
C 11.652 -2.578 9.783
Br 9.988 -1.602 9.545
H 10.559 -4.410 10.173
H 12.309 -4.504 10.457
H 12.017 -2.776 8.778
H 12.339 -1.912 10.294
*
```